Formula: C38H38F4N6Ta
Source: the Open Molecules 2025 dataset
Level of theory: ωB97M-V/def2-TZVPD

Results
highest occupied orbital energy = -10.78 eV
2S+1 = 1
max |F| = 0.023 hartree/bohr
HOMO-LUMO gap = 6.53 eV
net charge = +1
energy relative to the best compared isomer or geometry (same formula, charge and spin) = 0.7763 eV
electronic energy = -61380.142 eV
LUMO level = -4.2 eV

Positions of all 87 atoms, in Å:
1 N 1.37250 0.21021 -1.24979
2 C 3.27142 0.19570 -2.51671
3 C -1.95196 0.74253 2.63474
4 H -2.38382 -0.99304 3.79084
5 H -1.53064 -3.24891 3.18529
6 F -3.06137 5.58808 1.18755
7 C 1.62803 1.14262 2.75763
8 C 1.28933 -3.92798 -0.90049
9 H -0.28615 -1.96268 4.46582
10 C -2.51687 4.53320 -0.83777
11 C -0.77785 -5.32406 -0.97522
12 N -0.65439 -1.69283 -0.43829
13 C -2.04379 -0.74064 2.78165
14 C -2.03159 3.39699 -1.44933
15 C 5.02537 0.07334 -0.17680
16 C -0.23714 -4.04804 -0.87174
17 C 3.54058 0.18319 -0.03538
18 H -4.35291 -1.77367 0.38982
19 C -2.13885 -5.51835 -1.14840
20 H 7.55721 -2.08364 0.48178
21 H 1.64546 -4.95362 -1.00116
22 H 1.59638 -3.77651 1.27282
23 H -4.01214 -4.56035 -1.55429
24 H 0.69285 1.47654 3.17699
25 H -2.66624 -1.65174 -3.59006
26 C -1.69817 2.31230 -0.68052
27 F -2.34763 3.49876 2.63246
28 H 5.09172 -1.90259 0.65878
29 H 7.72958 1.85784 -1.17906
30 C -1.09213 -2.84419 2.26874
31 H -0.11129 -6.17868 -0.94610
32 C -2.62402 4.51147 0.53938
33 N -1.44488 1.03904 1.28868
34 F -1.19533 1.17404 -1.26520
35 C -1.12193 -2.94968 -0.88299
36 N 1.67358 0.56474 1.53938
37 H -2.94424 1.16206 2.78622
38 C 5.67112 -1.08084 0.25267
39 C -1.81054 2.24716 0.68877
40 H -2.54691 -6.52016 -1.20260
41 H 0.02253 0.25644 -2.87761
42 N -0.75911 -1.41914 2.48475
43 C -2.27053 3.40887 1.29746
44 H 3.05632 -3.61844 0.31028
45 C -2.84135 -1.07562 -2.67878
46 C 1.74513 -3.18640 -2.16108
47 H 3.12690 1.74196 4.26247
48 C -3.87474 -1.14168 -0.36464
49 H -3.03726 -0.61643 0.09724
50 C 0.13878 -1.36464 3.65474
51 N 10.37825 -0.30516 -0.50086
52 H 2.83740 -3.15888 -2.22110
53 C 7.14660 1.03535 -0.78420
54 H -3.53717 -0.26492 -2.91618
55 H -0.20324 -3.41220 2.02754
56 C 3.03722 0.39048 1.25161
57 H 1.94130 -2.27476 0.38986
58 H 1.11784 -1.76610 3.39316
59 C -3.41765 -1.97030 -1.57005
60 H -4.60484 -0.39226 -0.68166
61 C 2.77684 0.17366 -1.19400
62 C 2.18818 0.28608 -3.36682
63 H -1.80400 -2.95035 1.46167
64 C 9.23296 -0.22355 -0.43887
65 H -1.89257 -0.63035 -2.37408
66 Ta -0.03200 -0.20941 0.36334
67 H 2.19617 0.34424 -4.44497
68 F -1.87838 3.32865 -2.77145
69 C 3.78841 0.80480 2.36355
70 H 1.36755 -3.68187 -3.05881
71 C 5.76684 1.13011 -0.69588
72 H -1.31448 1.17517 3.40792
73 H 0.26224 -0.35139 4.00989
74 H 4.86769 0.80842 2.42440
75 C -2.96089 -4.41628 -1.32267
76 C 2.89541 1.29440 3.30785
77 H 5.26312 2.03171 -1.02392
78 C 7.78823 -0.12308 -0.35720
79 H -2.77544 -1.12375 2.07442
80 C -2.47297 -3.11706 -1.22416
81 H -2.79222 5.41106 -1.40720
82 C 1.99362 -3.36738 0.34483
83 C 1.05232 0.26957 -2.55510
84 H 1.37550 -2.16438 -2.16148
85 H -4.30460 -2.45189 -1.98463
86 C 7.04952 -1.18491 0.15694
87 H 4.31528 0.15416 -2.79106

Formula: C40H42NO13S
Source: the Open Molecules 2025 dataset
Level of theory: ωB97M-V/def2-TZVPD

Results
highest occupied orbital energy = -11.68 eV
2S+1 = 1
max |F| = 0.027 hartree/bohr
HOMO-LUMO gap = 8.16 eV
net charge = +1
electronic energy = -81091.262 eV
LUMO level = -3.5 eV

Positions of all 97 atoms, in Å:
1 H 1.59452 -9.19033 -4.47054
2 O 2.38428 -3.44640 -4.34739
3 H 2.38109 2.71653 -2.11223
4 C 0.98167 -6.27936 -2.62478
5 C 0.75431 2.09416 -0.91902
6 C -0.47732 -0.46374 -0.45250
7 H 2.36765 0.17574 2.15430
8 C 1.02665 9.57770 7.22505
9 C 3.71207 -0.94807 -2.17357
10 O 3.51235 1.01534 -0.79794
11 C 2.92449 -2.08359 -1.48926
12 H 2.47481 -0.56800 3.73643
13 C -0.42379 1.20410 6.80662
14 H -0.92078 0.19280 -3.08763
15 H -1.85119 0.32783 8.21735
16 H 0.00123 -1.22639 3.45629
17 C -1.44704 1.05347 -2.67829
18 H -2.09777 2.39760 9.58671
19 H 0.73084 4.45002 6.96716
20 C -0.70417 3.58415 8.38172
21 H 2.68993 8.35687 4.44664
22 O 0.91617 10.58654 7.88252
23 C 1.08843 -8.54778 -3.76152
24 H 3.65448 -5.46117 -5.41424
25 C -1.45001 2.34622 8.72104
26 H 1.41340 -5.29118 -2.52568
27 O 2.62220 -6.81602 -4.21223
28 H -7.84088 0.13292 -0.63203
29 H -1.23414 1.93539 -3.27039
30 C 3.04111 -3.35304 -5.36762
31 C 1.64986 -7.18683 -3.58860
32 C 0.32237 2.44124 6.46949
33 H 0.33940 0.47239 3.82779
34 O 0.28135 -0.50529 0.67380
35 C 1.29284 7.18767 5.66174
36 H -0.40896 -9.93020 -3.18219
37 H 0.59506 3.12422 -0.60930
38 H -0.20283 1.20335 1.73705
39 H 0.93851 2.32674 -3.05597
40 C 0.27653 8.34271 7.57196
41 C -7.76353 -0.12168 -1.68125
42 O 2.01204 0.71035 -2.46149
43 C -7.31657 -0.76199 -4.43969
44 H 2.05471 -1.56048 2.33156
45 O 5.22544 -2.98762 -8.79319
46 H 3.96179 -0.99688 -7.72606
47 H 4.98799 -5.23253 -7.51191
48 C 1.54663 2.02557 -2.21045
49 C 4.46153 -4.39774 -7.06729
50 H 2.45724 10.43612 5.80353
51 O -9.64642 -1.07299 -4.53097
52 N -2.88234 0.76076 -2.67049
53 C -6.40310 -0.10029 -2.26507
54 C 0.19120 3.54400 7.19915
55 H -0.59291 -6.03152 -1.22897
56 H 3.61826 -1.05237 -3.25181
57 C -0.30639 0.11828 1.83060
58 S -0.86511 1.29203 -0.96242
59 C -8.82364 -0.43783 -2.41995
60 O -0.30806 0.19819 6.13602
61 H -9.82793 -0.45962 -2.01695
62 C -0.08639 -6.67409 -1.93781
63 H -0.36792 8.39691 8.43997
64 H 2.78083 -1.80977 -0.44403
65 H -0.13906 6.33361 7.07822
66 C 3.15487 -2.05294 -6.07549
67 O -5.43195 0.19100 -1.59033
68 H 4.75786 -0.95526 -1.89313
69 O -1.62424 -8.39373 -1.48040
70 C 3.86609 -1.93392 -7.19219
71 H 3.47497 -3.01481 -1.54318
72 C -1.31854 1.24232 7.98999
73 H 1.95224 -2.18796 -1.96183
74 C 0.45327 -0.30859 3.08853
75 H -3.19127 0.48554 -1.74933
76 H -7.23729 -1.01777 -5.48848
77 H 0.07230 -0.89423 -1.28752
78 O 1.40039 6.17053 5.00325
79 H -1.45525 -0.94402 -0.35723
80 C -8.68508 -0.78395 -3.85884
81 H 2.62571 -1.21700 -5.63322
82 C 3.11614 0.35510 -1.73927
83 C 1.93144 -0.58825 2.79567
84 C 2.04415 8.41687 5.31337
85 C 4.57793 -3.10079 -7.77763
86 C 1.92020 9.52588 6.03749
87 C 0.40378 7.23702 6.84470
88 H -3.37511 1.61684 -2.88649
89 H 0.97238 2.39565 5.60443
90 H 1.29643 1.60302 -0.11251
91 C 3.75040 -4.52041 -5.94753
92 H -1.36422 -0.13870 1.88529
93 C -0.65226 -8.03683 -2.10689
94 O -0.82190 4.59530 9.03879
95 C -6.25850 -0.44528 -3.69848
96 C 0.01994 -8.94233 -3.07414
97 H -5.25189 -0.42510 -4.09742

Formula: C19H35F3IInO10P
Source: the Open Molecules 2025 dataset
Level of theory: ωB97M-V/def2-TZVPD

Results
highest occupied orbital energy = -5.22 eV
2S+1 = 1
max |F| = 0.013 hartree/bohr
HOMO-LUMO gap = 7.09 eV
net charge = -1
electronic energy = -71465.868 eV
LUMO level = 1.9 eV

Positions of all 70 atoms, in Å:
1 O -4.19438 -4.77216 4.53374
2 O -1.05185 1.39843 0.62395
3 I -2.64246 3.03994 -6.14059
4 H 5.34696 2.99378 -1.38601
5 H 5.15669 1.27278 -3.47138
6 H -0.38900 -0.45506 -4.31824
7 C -1.10081 1.51633 4.45610
8 H -3.51184 -7.12678 3.52067
9 F -1.92535 0.22939 -1.98311
10 H -5.08705 -6.71762 2.83790
11 H 4.18514 4.05393 -3.03541
12 H 3.27211 2.22863 0.52465
13 F -1.98093 -0.94575 -0.17650
14 In 1.71607 0.71973 -2.95720
15 H 0.48576 0.12910 0.23839
16 O -1.17620 2.64327 5.33946
17 C 0.46969 1.60958 -1.30229
18 H 1.10288 2.25644 -0.69087
19 C -3.80009 -5.03099 3.17155
20 H 1.01263 -0.41722 -5.37562
21 O -2.95933 1.38438 5.76820
22 C 0.43474 0.17738 -4.66448
23 C 3.55515 3.27067 -2.58528
24 C -0.24897 0.69328 -0.34888
25 H -0.27726 2.25241 -1.78261
26 C -1.51315 1.77227 -4.83146
27 H 4.48226 3.50244 0.67037
28 C -3.40593 -3.79256 5.03320
29 H 2.93152 3.84026 -0.09287
30 H 4.19787 0.64872 -4.79441
31 H -0.20031 1.26381 -6.46031
32 H -3.64872 -6.67290 1.80906
33 H -1.99290 -4.18150 2.25726
34 C -2.67115 -0.45958 4.18270
35 P 3.07682 -1.35360 -2.25520
36 H 2.63818 3.75777 -2.23584
37 H 1.98165 -1.61281 -0.37695
38 H 4.95297 2.23909 -4.95091
39 C -2.35400 -4.58075 3.20137
40 C 3.19255 2.22279 -3.64608
41 H -2.11484 0.88322 -4.65806
42 C -1.13546 -0.33002 -1.05000
43 C -0.13447 1.42678 -5.38160
44 H -1.98720 1.24415 0.45466
45 H -1.68748 -5.37523 3.54614
46 H -0.73978 1.81963 3.47614
47 H -0.41617 0.78178 4.88799
48 O 3.20840 -2.27388 -3.41157
49 H 2.68944 2.75272 -4.46652
50 H -3.72328 -0.74407 4.19877
51 C 4.29856 2.68581 -1.36313
52 H 4.29304 1.59577 -1.44090
53 F -0.42914 -1.29934 -1.63518
54 H -3.12553 1.59444 3.73269
55 H -1.44615 2.33403 -3.90140
56 O -3.58728 -3.23087 6.06302
57 H 0.51466 2.29130 -5.20691
58 H -2.25487 -0.70203 3.20418
59 O -2.37789 -3.54016 4.18606
60 C -2.21302 2.43260 6.18483
61 C -4.02563 -6.47547 2.81291
62 C 4.44475 1.56458 -4.24741
63 O 4.58609 -0.99366 -1.69776
64 H -4.39151 -4.37281 2.52896
65 C 3.71595 3.08665 0.01240
66 O -2.43570 3.08146 7.15633
67 H -2.15870 -1.04015 4.94805
68 H 4.59607 -1.02231 -0.73436
69 O 2.50387 -2.18837 -0.94674
70 C -2.52663 1.01621 4.44239

Formula: C10H16O
Source: the Open Molecules 2025 dataset
Level of theory: ωB97M-V/def2-TZVPD

Results
SMILES string = CCc1ccc(O)cc1.CC
highest occupied orbital energy = -8.30 eV
2S+1 = 1
max |F| = 0.035 hartree/bohr
HOMO-LUMO gap = 9.20 eV
energy relative to the best compared isomer or geometry (same formula, charge and spin) = 1.1944 eV
electronic energy = -12676.530 eV
LUMO level = 0.9 eV

Positions of all 27 atoms, in Å:
1 H -2.43566 -3.41117 1.24680
2 H -0.23918 0.44947 -0.95113
3 H 3.17128 2.46896 -1.07448
4 H 1.34544 2.03996 -3.54192
5 H 2.43491 0.93436 -1.45169
6 C 2.85858 1.83500 -1.89714
7 C -1.19182 -1.66357 1.52654
8 C -1.21651 -1.41987 -1.20835
9 H -3.23210 -3.84435 -0.89961
10 O -2.70838 -3.22497 -1.43165
11 H 0.85120 2.61490 -2.01390
12 H 1.00947 0.62401 1.41446
13 H -0.44079 -0.39898 3.65390
14 C -1.90072 -2.60483 0.76074
15 C 1.73245 2.55290 -2.65904
16 H -0.43279 1.56205 1.40170
17 H -1.07904 -1.85916 2.57548
18 H -1.12275 -1.46371 -2.28472
19 H 3.61527 1.43800 -2.54812
20 H 2.08876 3.55452 -2.90386
21 C -0.02144 0.53625 3.28074
22 H 0.97078 0.69692 3.69451
23 H -0.68533 1.31371 3.67151
24 C -0.67508 -0.39829 -0.44824
25 C -0.03492 0.60445 1.74291
26 C -0.68685 -0.52001 0.95157
27 C -1.97475 -2.41655 -0.60702